Record 1
A structure of composition C17H19MgN7S. Source: the OMol25 dataset; level of theory: ωB97M-V/def2-TZVPD.

## Properties
Charge   +2
HOMO   -14.31 eV
Maximum force   0.014 Eh/bohr
ΔE to the lowest compared entry with this formula, charge and spin   0.0 kcal/mol
Calculated total energy   -44638.837 eV
Gap between HOMO and LUMO   8.6377 eV
2S+1   1

Geometry (Å):
Mg 0.0730 0.1815 0.7343
C -2.5688 -2.4021 -2.9116
N -1.2351 -1.8020 -2.9586
C -0.5432 -1.4761 -4.1170
C 0.6484 -0.9935 -3.7488
N 0.6827 -1.0178 -2.3477
C -0.5024 -1.5151 -1.8752
S -1.0048 -1.7997 -0.2752
C 1.8769 -0.7751 -1.6115
C 3.0849 -1.1366 -2.1793
C 4.2544 -0.8683 -1.4929
C 4.1847 -0.2609 -0.2489
C 2.9404 0.0471 0.2488
N 1.7855 -0.1914 -0.4144
H -2.9609 -2.4377 -3.9229
H -3.2216 -1.8006 -2.2847
H -2.5128 -3.4085 -2.5038
H -0.9674 -1.6073 -5.0981
H 1.4522 -0.5979 -4.3436
H 3.1127 -1.6475 -3.1306
H 5.2088 -1.1462 -1.9216
H 5.0732 -0.0424 0.3256
H 2.8415 0.5146 1.2189
N -2.3829 1.5993 -0.3531
C -2.8526 2.7206 -0.9194
C -1.7813 3.5663 -1.1037
C -0.6844 2.8545 -0.6158
N -1.0508 1.6508 -0.1566
H -2.8930 0.7649 -0.1091
H -3.8989 2.8420 -1.1513
H -1.7924 4.5534 -1.5337
H 0.3530 3.1539 -0.5822
N 0.8435 1.6499 2.5313
C 0.1034 0.7441 3.3649
C 0.2121 0.6534 4.7362
C -0.5592 -0.3018 5.3809
C -1.4058 -1.1230 4.6459
C -1.4299 -0.9826 3.2765
N -0.6740 -0.0685 2.6432
H 1.6425 2.0415 3.0173
H 0.2534 2.4355 2.2615
H 0.8652 1.3157 5.2897
H -0.5051 -0.3992 6.4575
H -2.0217 -1.8688 5.1275
H -2.0432 -1.6182 2.6514

Atoms 1-3, force components in eV/Å:
Mg -0.142 -0.213 -0.232
C 0.053 0.035 -0.037
N -0.233 -0.027 -0.153

Atomic partial charges in e from the Mulliken method, atoms 1 to 2: Mg 0.6840; C -0.7906


Record 2
A structure of composition C17H19MnN4O5 in a non-equilibrium geometry. Source: the OMol25 dataset; level of theory: ωB97M-V/def2-TZVPD.

## Properties
Charge   +1
HOMO (alpha / beta)   -11.31 / -12.85 eV
Maximum force   0.064 Eh/bohr
Calculated total energy   -65450.269 eV
Gap between HOMO and LUMO (alpha / beta)   6.7746 / 8.0502 eV
2S+1   4

Geometry (Å):
Mn -1.5185 0.2192 0.0431
O -1.6236 -3.3630 2.0606
C -1.6200 -2.1408 1.6182
O -1.6402 -1.8741 0.4117
C -1.6178 -1.0388 2.5828
C -1.5871 -1.0943 3.9645
C -1.6144 0.1007 4.6728
C -1.6964 1.3062 3.9834
C -1.7201 1.2689 2.6020
N -1.6621 0.1277 1.9233
C -1.7638 2.4501 1.6420
O -1.8358 3.5847 2.0177
O -1.7152 2.0210 0.4009
H -1.6535 -3.9898 1.3209
H -1.5442 -2.0560 4.4571
H -1.5742 0.0964 5.7534
H -1.7343 2.2653 4.4821
N 5.8708 -0.2880 -0.5384
C 5.1429 0.0802 0.5386
O 5.6312 0.4441 1.5859
C 3.6357 0.0169 0.3920
C 2.8936 0.6177 1.4007
C 1.5155 0.5941 1.3333
N 0.8485 0.0110 0.3338
C 1.5604 -0.5833 -0.6251
C 2.9437 -0.6064 -0.6385
H 6.8726 -0.2210 -0.4693
H 5.4671 -0.4962 -1.4313
H 3.4122 1.0923 2.2218
H 0.9291 1.0651 2.1133
H 0.9856 -1.0615 -1.4071
H 3.4435 -1.1264 -1.4443
C -0.3066 0.7518 -3.6104
C -1.6011 0.1957 -2.9827
C -2.8017 1.0624 -3.4114
C -1.8404 -1.2707 -3.3951
N -1.5435 0.2202 -1.5713
H -0.4685 0.9969 -4.6602
H 0.5008 0.0216 -3.5487
H -0.0094 1.6566 -3.0814
H -2.8757 1.0531 -4.4981
H -2.6642 2.0888 -3.0728
H -3.7256 0.6695 -2.9880
H -1.8725 -1.3447 -4.4815
H -2.7865 -1.6185 -2.9819
H -1.0362 -1.9044 -3.0182

Atoms 1-3, force components in eV/Å:
Mn 1.383 -0.517 0.986
O 0.015 -0.069 0.531
C -0.061 -0.337 -1.122

Atomic partial charges in e from the Mulliken method, atoms 1 to 2: Mn 0.7983; O -0.4272


Record 3
A cluster of 2 separate species, C17H19N in total in a non-equilibrium geometry. Source: the OMol25 dataset; level of theory: ωB97M-V/def2-TZVPD.

## Properties
Charge   -1
HOMO (alpha / beta)   0.41 / -3.58 eV
Maximum force   0.099 Eh/bohr
ΔE to the lowest compared entry with this formula, charge and spin   61.1 kcal/mol
Calculated total energy   -19423.555 eV
Gap between HOMO and LUMO (alpha / beta)   2.7208 / 6.6970 eV
2S+1   2

Geometry (Å):
C 2.1949 -0.9860 -2.1738
C 0.0798 -2.0274 -1.1640
C 1.2882 -2.1450 -1.8998
C -0.7220 -3.1705 -1.4685
C 1.3157 -3.3358 -2.5317
C -0.5265 -0.8965 -0.5615
C -1.8942 -1.0556 -0.1504
C -2.5672 -2.2127 -0.2631
C -1.9869 -3.3646 -0.7975
N 0.0544 -4.0149 -2.2592
H -0.0826 0.1581 -0.4171
H -2.2762 -0.1373 0.3757
H -3.5022 -2.1964 0.1985
H 2.2426 -0.8458 -3.2291
H 3.2197 -1.2157 -1.8274
H 2.1124 -3.6484 -3.2699
H -0.3324 -4.6422 -2.8834
H -2.6996 -4.3093 -0.8444
H 1.7098 -0.0954 -1.6505
C -1.5814 1.9249 2.0366
C -1.4232 2.9365 3.1649
C -0.2850 1.8481 1.3123
C 0.0348 2.6294 0.0621
C 0.8904 1.4473 2.0446
C 1.2776 2.6057 -0.5776
C 2.0838 1.4347 1.4341
C 2.2642 2.0122 0.1921
H -1.8762 0.8836 2.6356
H -2.5473 2.2879 1.6332
H -1.1025 2.5610 4.0664
H -0.6178 3.2441 -0.4795
H 0.6789 1.1123 3.0645
H 1.5258 2.9482 -1.6710
H 2.8669 1.0798 2.0156
H 3.2160 1.8617 -0.3817
H -2.3526 3.5940 3.3556
H -0.6798 3.7302 2.9090

Atoms 1-3, force components in eV/Å:
C -0.284 0.210 1.831
C -1.845 0.941 -0.429
C 0.728 0.157 -0.520

Atomic partial charges in e from the Mulliken method, atoms 1 to 2: C -0.8044; C 0.7771


Record 4
A cluster of 2 separate species, C17H19N in total in a non-equilibrium geometry. Source: the OMol25 dataset; level of theory: ωB97M-V/def2-TZVPD.

## Properties
Charge   0
HOMO   -7.83 eV
Maximum force   0.062 Eh/bohr
ΔE to the lowest compared entry with this formula, charge and spin   61.7 kcal/mol
Calculated total energy   -19425.229 eV
Gap between HOMO and LUMO   8.6940 eV
SMILES   CCc1c[nH]c2ccccc12.Cc1ccccc1
2S+1   1

Geometry (Å):
C -1.8826 0.2783 -3.6941
C -1.2752 0.5838 -2.2784
C 0.0368 -0.0491 -1.9400
C 0.1625 -1.4032 -1.8763
N 1.1715 -1.7652 -0.9737
C 1.6624 -0.5302 -0.3974
C 2.8861 -0.3601 0.2721
C 3.3128 0.9471 0.4551
C 2.5383 1.9993 -0.0299
C 1.4316 1.8483 -0.8476
C 0.9820 0.5520 -1.0341
H -2.9743 0.1228 -3.6440
H -1.5448 -0.7099 -4.0198
H -1.8187 1.1733 -4.2989
H -0.9794 1.6074 -2.0344
H -2.0494 0.5927 -1.4684
H -0.3055 -2.1757 -2.4957
H 1.6891 -2.5929 -1.2125
H 3.3587 -1.3465 0.3678
H 4.3332 1.1897 0.7540
H 2.8464 3.0717 0.0324
H 1.0017 2.7374 -1.2547
C 1.1049 -0.5128 2.8958
C -0.2790 -0.2431 2.2779
C -0.8987 -1.4616 1.9050
C -2.1815 -1.5061 1.3895
C -2.9986 -0.3286 1.5582
C -2.3768 0.8085 1.9489
C -0.9986 0.9286 2.1742
H 0.9836 -1.0318 3.8597
H 1.8187 0.3198 2.9484
H 1.6999 -1.1139 2.2008
H -0.3682 -2.3729 1.7235
H -2.4995 -2.3933 0.8253
H -4.0645 -0.5484 1.4889
H -2.9268 1.7805 2.0089
H -0.5980 1.9042 2.4137

Atoms 1-3, force components in eV/Å:
C -1.001 0.152 1.896
C -0.314 1.642 0.018
C -2.097 -1.295 0.956

Atomic partial charges in e from the Mulliken method, atoms 1 to 2: C -1.1129; C -0.2605


Record 5
A cluster of 2 separate species, C17H19N in total in a non-equilibrium geometry. Source: the OMol25 dataset; level of theory: ωB97M-V/def2-TZVPD.

## Properties
Charge   0
HOMO   -7.94 eV
Maximum force   0.113 Eh/bohr
ΔE to the lowest compared entry with this formula, charge and spin   80.3 kcal/mol
Calculated total energy   -19424.421 eV
Gap between HOMO and LUMO   8.7757 eV
SMILES   CCc1c[nH]c2ccccc12.Cc1ccccc1
2S+1   1

Geometry (Å):
C -0.9547 -3.0820 1.9943
C -1.1411 -1.4841 1.9731
C 0.1266 -0.8499 1.7220
C 1.3188 -1.5492 1.6660
N 2.4171 -0.6980 1.4726
C 1.8773 0.6367 1.3486
C 2.6145 1.8909 0.9336
C 1.7589 2.9923 1.0163
C 0.3674 2.9613 1.3753
C -0.1804 1.7798 1.5444
C 0.4734 0.5825 1.5381
H -0.2210 -3.4255 2.6269
H -0.4739 -3.1464 0.8838
H -1.8584 -3.6038 2.1065
H -1.8902 -1.2463 1.1719
H -1.8038 -1.0891 2.8082
H 1.6163 -2.5258 2.0575
H 3.3200 -1.0167 1.0920
H 3.5687 1.9935 0.5084
H 2.2829 3.9875 0.9738
H -0.1294 3.8748 1.4213
H -1.2141 1.7366 1.7455
C 1.0868 -1.0019 -2.5918
C -0.2484 -0.3868 -2.5433
C -0.8713 0.5520 -3.3870
C -2.2429 0.8199 -3.1307
C -2.9949 0.0103 -2.2450
C -2.3336 -0.7527 -1.3001
C -0.9529 -0.9438 -1.3154
H 2.0076 -0.4815 -2.2523
H 1.2504 -1.1483 -3.6367
H 1.0357 -1.8414 -2.0513
H -0.4503 1.0802 -4.2751
H -2.9228 1.5000 -3.7068
H -4.0282 0.1235 -2.1735
H -2.8866 -1.3009 -0.5259
H -0.3435 -1.6367 -0.6728

Atoms 1-3, force components in eV/Å:
C 0.449 3.546 -4.607
C -3.360 -1.585 0.744
C 2.538 1.248 0.250

Atomic partial charges in e from the Mulliken method, atoms 1 to 2: C -1.2735; C 0.6041


Record 6
A cluster of 2 separate species, C17H19N in total in a non-equilibrium geometry. Source: the OMol25 dataset; level of theory: ωB97M-V/def2-TZVPD.

## Properties
Charge   +1
HOMO (alpha / beta)   -11.54 / -11.54 eV
Maximum force   0.058 Eh/bohr
ΔE to the lowest compared entry with this formula, charge and spin   21.9 kcal/mol
Calculated total energy   -19419.348 eV
Gap between HOMO and LUMO (alpha / beta)   7.9992 / 4.6095 eV
2S+1   2

Geometry (Å):
C 1.3551 0.1127 -1.9886
C 1.4897 0.5881 -3.4574
C -0.0736 -0.1460 -1.7503
C -0.6569 -1.4267 -1.8361
C -1.1188 0.8273 -1.3415
C -2.2292 0.0649 -1.1212
C -1.0683 2.1526 -0.8561
C -3.4309 0.6471 -0.7120
C -2.2090 2.7226 -0.3553
C -3.4271 1.9858 -0.3792
N -1.9890 -1.2749 -1.5657
H 2.0820 -0.7041 -1.8677
H 1.7050 0.8747 -1.2903
H 1.1438 1.6089 -3.5927
H -0.2845 -2.3854 -2.1246
H -2.5152 -2.0249 -1.1279
H -0.1212 2.6728 -0.8916
H -4.3349 0.0448 -0.8136
H -2.3203 3.6899 0.0988
H -4.3713 2.5046 -0.3681
H 0.9142 -0.0793 -4.1305
H 2.5478 0.4941 -3.7274
C 1.1867 -2.9157 1.6779
C 0.1670 -0.6540 1.8482
C 1.1343 -1.5421 2.3042
C 0.3546 0.6733 2.1345
C 2.0964 -1.1430 3.2147
C 1.5023 1.1715 2.7738
C 2.3397 0.2379 3.3800
H -0.6098 -1.0803 1.1972
H -0.4074 1.3966 1.8258
H 1.9078 -2.9905 0.8498
H 0.2221 -3.2097 1.2720
H 2.6918 -1.9493 3.6344
H 1.6238 2.2386 2.7562
H 3.2329 0.4979 3.9202
H 1.4703 -3.6808 2.4102

Atoms 1-3, force components in eV/Å:
C 0.514 0.581 -0.224
C 0.187 -0.478 -0.327
C 0.451 0.968 0.656

Atomic partial charges in e from the Mulliken method, atoms 1 to 2: C -0.6696; C -1.1550


Copy entry 4 word for word.
A cluster of 2 separate species, C17H19N in total in a non-equilibrium geometry. Source: the OMol25 dataset; level of theory: ωB97M-V/def2-TZVPD.

## Properties
Charge   0
HOMO   -7.83 eV
Maximum force   0.062 Eh/bohr
ΔE to the lowest compared entry with this formula, charge and spin   61.7 kcal/mol
Calculated total energy   -19425.229 eV
Gap between HOMO and LUMO   8.6940 eV
SMILES   CCc1c[nH]c2ccccc12.Cc1ccccc1
2S+1   1

Geometry (Å):
C -1.8826 0.2783 -3.6941
C -1.2752 0.5838 -2.2784
C 0.0368 -0.0491 -1.9400
C 0.1625 -1.4032 -1.8763
N 1.1715 -1.7652 -0.9737
C 1.6624 -0.5302 -0.3974
C 2.8861 -0.3601 0.2721
C 3.3128 0.9471 0.4551
C 2.5383 1.9993 -0.0299
C 1.4316 1.8483 -0.8476
C 0.9820 0.5520 -1.0341
H -2.9743 0.1228 -3.6440
H -1.5448 -0.7099 -4.0198
H -1.8187 1.1733 -4.2989
H -0.9794 1.6074 -2.0344
H -2.0494 0.5927 -1.4684
H -0.3055 -2.1757 -2.4957
H 1.6891 -2.5929 -1.2125
H 3.3587 -1.3465 0.3678
H 4.3332 1.1897 0.7540
H 2.8464 3.0717 0.0324
H 1.0017 2.7374 -1.2547
C 1.1049 -0.5128 2.8958
C -0.2790 -0.2431 2.2779
C -0.8987 -1.4616 1.9050
C -2.1815 -1.5061 1.3895
C -2.9986 -0.3286 1.5582
C -2.3768 0.8085 1.9489
C -0.9986 0.9286 2.1742
H 0.9836 -1.0318 3.8597
H 1.8187 0.3198 2.9484
H 1.6999 -1.1139 2.2008
H -0.3682 -2.3729 1.7235
H -2.4995 -2.3933 0.8253
H -4.0645 -0.5484 1.4889
H -2.9268 1.7805 2.0089
H -0.5980 1.9042 2.4137

Atoms 1-3, force components in eV/Å:
C -1.001 0.152 1.896
C -0.314 1.642 0.018
C -2.097 -1.295 0.956

Atomic partial charges in e from the Mulliken method, atoms 1 to 2: C -1.1129; C -0.2605


> Among the records above, which one has the highest maximum force?

number 5


> Which of these has the highest calculated total energy?

number 6


Copy entry 2 word for word.
A structure of composition C17H19MnN4O5 in a non-equilibrium geometry. Source: the OMol25 dataset; level of theory: ωB97M-V/def2-TZVPD.

## Properties
Charge   +1
HOMO (alpha / beta)   -11.31 / -12.85 eV
Maximum force   0.064 Eh/bohr
Calculated total energy   -65450.269 eV
Gap between HOMO and LUMO (alpha / beta)   6.7746 / 8.0502 eV
2S+1   4

Geometry (Å):
Mn -1.5185 0.2192 0.0431
O -1.6236 -3.3630 2.0606
C -1.6200 -2.1408 1.6182
O -1.6402 -1.8741 0.4117
C -1.6178 -1.0388 2.5828
C -1.5871 -1.0943 3.9645
C -1.6144 0.1007 4.6728
C -1.6964 1.3062 3.9834
C -1.7201 1.2689 2.6020
N -1.6621 0.1277 1.9233
C -1.7638 2.4501 1.6420
O -1.8358 3.5847 2.0177
O -1.7152 2.0210 0.4009
H -1.6535 -3.9898 1.3209
H -1.5442 -2.0560 4.4571
H -1.5742 0.0964 5.7534
H -1.7343 2.2653 4.4821
N 5.8708 -0.2880 -0.5384
C 5.1429 0.0802 0.5386
O 5.6312 0.4441 1.5859
C 3.6357 0.0169 0.3920
C 2.8936 0.6177 1.4007
C 1.5155 0.5941 1.3333
N 0.8485 0.0110 0.3338
C 1.5604 -0.5833 -0.6251
C 2.9437 -0.6064 -0.6385
H 6.8726 -0.2210 -0.4693
H 5.4671 -0.4962 -1.4313
H 3.4122 1.0923 2.2218
H 0.9291 1.0651 2.1133
H 0.9856 -1.0615 -1.4071
H 3.4435 -1.1264 -1.4443
C -0.3066 0.7518 -3.6104
C -1.6011 0.1957 -2.9827
C -2.8017 1.0624 -3.4114
C -1.8404 -1.2707 -3.3951
N -1.5435 0.2202 -1.5713
H -0.4685 0.9969 -4.6602
H 0.5008 0.0216 -3.5487
H -0.0094 1.6566 -3.0814
H -2.8757 1.0531 -4.4981
H -2.6642 2.0888 -3.0728
H -3.7256 0.6695 -2.9880
H -1.8725 -1.3447 -4.4815
H -2.7865 -1.6185 -2.9819
H -1.0362 -1.9044 -3.0182

Atoms 1-3, force components in eV/Å:
Mn 1.383 -0.517 0.986
O 0.015 -0.069 0.531
C -0.061 -0.337 -1.122

Atomic partial charges in e from the Mulliken method, atoms 1 to 2: Mn 0.7983; O -0.4272